[1]
The following is a quantum chemistry calculation of the ion C6H11N4O with charge +1 in a non-equilibrium geometry, from the OMol25 dataset.

Positions of all 22 atoms, in Å:
1 C 1.478 1.264 0.767
2 C 0.321 -1.018 -0.109
3 C -1.659 0.314 -0.499
4 C 2.216 0.454 -0.322
5 C 1.192 -0.325 -1.160
6 C -0.717 -0.168 0.545
7 N 0.326 1.100 1.140
8 N 0.489 -2.247 0.064
9 N -1.323 1.264 -1.322
10 N -1.517 -0.582 1.740
11 O -2.834 -0.309 -0.472
12 H 1.925 2.150 1.296
13 H 2.927 1.143 -0.847
14 H 2.820 -0.321 0.266
15 H 1.677 -1.191 -1.692
16 H 0.662 0.218 -1.866
17 H -0.027 -2.912 0.653
18 H -0.401 1.600 -1.212
19 H -2.054 1.530 -2.026
20 H -1.558 0.172 2.397
21 H -1.221 -1.433 2.216
22 H -2.723 -0.703 0.445

Charge = +1
Spin multiplicity = 1
E = -14399.7138 eV
SMILES = [H]/N=C1/CCC=N[C@@]1(N)C(=[NH2+])O
HOMO level = -0.48786 Ha
Orbital gap = 0.3335 hartree
Largest force on an atom = 5.92 eV Å⁻¹
ΔE to the lowest compared entry with this formula, charge and spin = 125.61 kJ/mol

[2]
The following is a quantum chemistry calculation of an isolated molecule of C4H6O2 in a non-equilibrium geometry, from the OMol25 dataset.

Positions of all 12 atoms, in Å:
1 C -1.107 -0.737 0.218
2 C 0.003 0.075 0.754
3 C 0.340 1.273 -0.073
4 C 0.619 2.197 -0.784
5 H -0.873 -0.597 -1.693
6 H -1.272 -1.593 0.871
7 H -2.068 -0.183 0.096
8 H -0.299 0.303 1.756
9 H 1.487 -1.276 0.218
10 H 0.806 3.004 -1.469
11 O -0.814 -1.317 -1.054
12 O 1.200 -0.746 0.995

Charge = 0
Spin multiplicity = 1
E = -8337.6414 eV
SMILES = C#C[C@H](O)CO
HOMO level = -0.38590 Ha
Orbital gap = 0.4161 hartree
Largest force on an atom = 2.37 eV Å⁻¹
ΔE to the lowest compared entry with this formula, charge and spin = 272.07 kJ/mol